Record 1
Molecular formula: C11H14N2O
Method: DFT, ωB97M-V/def2-TZVPD

- E_HOMO (alpha / beta): -12.0 / -12.0 eV
- Molecular weight: 190.2 g/mol
- HOMO-LUMO gap (alpha / beta): 7.76 / 4.80 eV
- Net charge: +1
- Multiplicity: 2

Geometry as XYZ:
```
28
C11H14N2O ωB97M-V/def2-TZVPD
C -0.213 3.216 1.902
C -1.894 2.708 -0.012
C -1.829 0.426 -0.100
C -0.976 2.338 1.051
C -0.895 0.941 0.957
C -1.835 -0.889 -0.434
C -1.176 -1.785 0.428
C -0.305 -0.041 1.755
C -0.473 -1.384 1.487
N -2.360 1.539 -0.772
H -3.129 1.508 -1.359
H -2.325 3.571 0.004
H -2.447 -1.238 -1.169
H 0.858 2.927 1.863
H -0.485 2.976 2.907
H -1.247 -2.812 0.141
H 0.413 0.243 2.557
H 0.082 -2.037 2.123
H -0.354 4.278 1.730
C 3.090 -1.681 -0.914
C 2.223 -1.580 -2.157
O 2.593 -0.949 -3.111
N 1.069 -2.145 -2.184
H 3.570 -0.715 -0.637
H 3.936 -2.218 -1.462
H 0.512 -2.141 -3.082
H 0.734 -2.885 -1.460
H 2.863 -2.170 -0.052
```



Record 2
Molecular formula: C2H4N2O2
Method: DFT, ωB97M-V/def2-TZVPD

- E_HOMO: -8.9 eV
- Molecular weight: 88.1 g/mol
- HOMO-LUMO gap: 9.58 eV
- Net charge: 0
- SMILES: O=C=O.C=NN
- Multiplicity: 1

Geometry as XYZ:
```
10
C2H4N2O2 ωB97M-V/def2-TZVPD
O -1.980 0.077 -1.203
C -2.167 0.186 -0.077
O -2.396 0.299 1.052
C 1.103 0.919 0.541
N 0.490 -0.191 0.544
N 0.740 -1.103 -0.349
H 1.742 0.999 -0.366
H 1.111 1.530 1.353
H 1.386 -0.908 -1.016
H -0.029 -1.807 -0.479
```



Record 3
Molecular formula: C2H3N5O
Method: DFT, ωB97M-V/def2-TZVPD

- E_HOMO: -10.0 eV
- Molecular weight: 113.1 g/mol
- HOMO-LUMO gap: 8.22 eV
- Net charge: 0
- SMILES: [H]/N=c1\nn/c(=N\[H])o[nH]1
- Multiplicity: 1

Geometry as XYZ:
```
11
C2H3N5O ωB97M-V/def2-TZVPD
H -1.866 -1.145 -2.168
N -0.814 -1.100 -2.104
C -0.455 -0.578 -1.054
N -1.286 -0.456 0.120
N -0.887 0.280 1.078
C 0.433 0.685 1.241
N 0.906 1.555 2.129
H 0.102 1.866 2.674
O 1.297 0.275 0.269
N 0.889 -0.761 -0.700
H 1.680 -0.623 -1.485
```



Record 4
Molecular formula: BCsF4
Method: DFT, ωB97M-V/def2-TZVPD

- E_HOMO: -11.2 eV
- Molecular weight: 219.7 g/mol
- HOMO-LUMO gap: 10.12 eV
- Net charge: 0
- Multiplicity: 1

Geometry as XYZ:
```
6
BCsF4 ωB97M-V/def2-TZVPD
Cs -14.891 29.231 2.815
B -15.769 32.084 0.384
F -14.833 32.653 -0.459
F -16.235 30.858 -0.140
F -15.107 31.741 1.648
F -16.818 32.941 0.664
```



Record 5
Molecular formula: C42H35BBrN8O4Ru
Method: DFT, ωB97M-V/def2-TZVPD

- E_HOMO (alpha / beta): -7.0 / -7.0 eV
- Molecular weight: 907.6 g/mol
- HOMO-LUMO gap (alpha / beta): 2.96 / 3.15 eV
- Net charge: 0
- Multiplicity: 2

Geometry as XYZ:
```
92
C42H35BBrN8O4Ru ωB97M-V/def2-TZVPD
Ru -0.232 -0.313 -0.077
C 0.602 -0.367 5.350
C -0.085 -0.690 4.065
C -1.256 -1.388 3.849
C -1.456 -1.394 2.462
N -0.433 -0.731 1.895
N 0.383 -0.310 2.864
B 1.590 0.551 2.482
N 2.471 -0.213 1.475
N 2.043 -0.518 0.221
C 3.112 -0.994 -0.448
C 4.223 -0.989 0.402
C 3.781 -0.486 1.605
C 4.535 -0.327 2.883
C 3.055 -1.570 -1.800
C 1.966 -1.382 -2.586
C 1.653 -2.355 -3.669
C 2.890 -2.909 -4.295
C 4.040 -2.947 -3.578
C 4.113 -2.387 -2.280
N 1.077 1.793 1.769
N 0.514 1.717 0.533
C 0.293 2.967 0.109
C 0.685 3.856 1.117
C 1.197 3.081 2.137
C 1.784 3.524 3.436
C -0.234 3.328 -1.213
C -0.961 4.509 -1.371
C -1.472 4.856 -2.609
C -1.271 4.022 -3.702
C -0.520 2.864 -3.560
C 0.013 2.530 -2.324
C -2.592 -1.958 1.712
C -2.660 -1.914 0.324
C -3.755 -2.372 -0.382
C -4.821 -2.926 0.314
C -4.765 -3.013 1.698
C -3.667 -2.528 2.392
H 0.033 -0.780 6.181
H 0.688 0.710 5.493
H 1.610 -0.784 5.375
H -1.884 -1.830 4.603
H 2.210 0.837 3.458
H 5.230 -1.290 0.162
H 5.524 -0.767 2.773
H 4.019 -0.829 3.701
H 4.652 0.722 3.158
H 1.234 -0.630 -2.353
H 0.951 -1.946 -4.391
H 2.824 -3.334 -5.288
H 4.924 -3.417 -3.994
H 5.003 -2.536 -1.683
H 0.651 4.933 1.080
H 1.715 4.608 3.502
H 2.836 3.245 3.515
H 1.254 3.088 4.282
H -1.161 5.140 -0.512
H -2.043 5.768 -2.720
H -1.706 4.274 -4.661
H -0.350 2.217 -4.412
H 0.641 1.657 -2.220
H -1.810 -1.525 -0.240
H -3.780 -2.291 -1.462
H -5.689 -3.285 -0.224
H -5.588 -3.454 2.246
H -3.652 -2.586 3.473
O -4.457 5.183 -0.105
C -4.400 4.396 -1.068
O -4.791 4.440 -2.245
C -3.607 3.076 -0.726
C -3.119 2.871 0.563
C -2.321 1.784 0.816
N -1.976 0.934 -0.166
C -2.474 1.103 -1.397
C -3.327 2.139 -1.712
C -1.908 0.171 -2.418
O -2.559 -0.231 -3.355
O -0.671 -0.138 -2.143
H -3.356 3.585 1.340
H -1.918 1.581 1.802
H -3.721 2.246 -2.713
Br -0.215 -4.581 -4.126
C 0.866 -3.493 -2.824
C 1.740 -4.437 -2.095
C 1.826 -4.389 -0.742
C 1.105 -3.420 -0.026
N 0.119 -2.697 -0.612
C -0.085 -2.816 -1.904
H 2.310 -5.149 -2.673
H 2.474 -5.071 -0.208
H 1.258 -3.258 1.033
H -0.966 -2.364 -2.338
```



Record 6
Molecular formula: C32H35BrN4O3PmS
Method: DFT, ωB97M-V/def2-TZVPD

- E_HOMO (alpha / beta): -9.7 / -9.7 eV
- Molecular weight: 780.6 g/mol
- HOMO-LUMO gap (alpha / beta): 6.20 / 6.22 eV
- Net charge: +1
- Multiplicity: 5

Geometry as XYZ:
```
77
C32H35BrN4O3PmS ωB97M-V/def2-TZVPD
Pm 0.195 1.610 0.859
C -2.789 -4.974 -3.318
C -2.394 -5.104 -1.847
C -1.412 -6.257 -1.710
C -3.610 -5.436 -0.963
C -1.648 -3.895 -1.273
C -2.222 -3.056 -0.313
C -1.533 -1.937 0.081
Br -2.267 -0.786 1.443
C -0.208 -1.576 -0.321
O 0.390 -0.499 0.190
C 0.356 -2.424 -1.304
C -0.376 -3.547 -1.741
C 1.744 -2.208 -2.018
C 1.485 -2.281 -3.511
C 2.418 -0.911 -1.663
C 2.703 -3.358 -1.689
H -3.339 -5.865 -3.650
H -1.962 -4.818 -3.954
H -3.460 -4.084 -3.442
H -1.851 -7.211 -2.016
H -1.082 -6.445 -0.680
H -0.513 -6.060 -2.336
H -4.073 -6.423 -1.218
H -4.418 -4.721 -1.024
H -3.317 -5.561 0.038
H -3.308 -3.204 -0.014
H 0.019 -4.121 -2.534
H 0.871 -1.463 -3.920
H 1.053 -3.226 -3.869
H 2.468 -2.279 -4.038
H 1.852 -0.049 -1.927
H 3.358 -0.819 -2.207
H 2.519 -0.906 -0.561
H 2.205 -4.272 -1.847
H 2.959 -3.261 -0.648
H 3.593 -3.313 -2.249
C -0.704 0.942 5.573
C -0.507 0.815 4.189
N -0.512 1.844 3.345
C -0.752 3.079 3.868
C -1.009 3.316 5.239
C -0.966 2.192 6.077
C -1.278 4.663 5.712
C -1.255 5.688 4.828
C -1.049 5.438 3.425
C -1.201 6.499 2.476
C -1.189 6.213 1.167
C -0.882 4.919 0.798
N -0.576 3.915 1.602
C -0.753 4.169 2.930
H -0.809 0.083 6.165
H -0.255 -0.126 3.747
H -1.177 2.269 7.147
H -1.432 4.777 6.790
H -1.383 6.713 5.218
H -1.213 7.522 2.845
H -1.354 6.989 0.401
H -0.753 4.736 -0.232
C 4.924 1.438 1.598
O 3.967 2.154 0.785
C 2.638 2.051 1.039
O 2.213 1.463 2.052
H 5.649 1.101 0.827
H 4.386 0.611 2.053
H 5.384 2.126 2.356
S -1.959 1.910 -1.482
C -0.514 2.447 -2.146
N -0.396 2.349 -3.503
C 0.806 2.360 -4.152
C 1.938 2.566 -3.413
C 1.791 2.822 -2.044
N 0.622 2.818 -1.448
H -1.205 2.031 -3.975
H 0.817 2.191 -5.207
H 2.846 2.617 -3.973
H 2.690 3.028 -1.482
```



What did the sixth record say?
Molecular formula: C32H35BrN4O3PmS
Method: DFT, ωB97M-V/def2-TZVPD

- E_HOMO (alpha / beta): -9.7 / -9.7 eV
- Molecular weight: 780.6 g/mol
- HOMO-LUMO gap (alpha / beta): 6.20 / 6.22 eV
- Net charge: +1
- Multiplicity: 5

Geometry as XYZ:
```
77
C32H35BrN4O3PmS ωB97M-V/def2-TZVPD
Pm 0.195 1.610 0.859
C -2.789 -4.974 -3.318
C -2.394 -5.104 -1.847
C -1.412 -6.257 -1.710
C -3.610 -5.436 -0.963
C -1.648 -3.895 -1.273
C -2.222 -3.056 -0.313
C -1.533 -1.937 0.081
Br -2.267 -0.786 1.443
C -0.208 -1.576 -0.321
O 0.390 -0.499 0.190
C 0.356 -2.424 -1.304
C -0.376 -3.547 -1.741
C 1.744 -2.208 -2.018
C 1.485 -2.281 -3.511
C 2.418 -0.911 -1.663
C 2.703 -3.358 -1.689
H -3.339 -5.865 -3.650
H -1.962 -4.818 -3.954
H -3.460 -4.084 -3.442
H -1.851 -7.211 -2.016
H -1.082 -6.445 -0.680
H -0.513 -6.060 -2.336
H -4.073 -6.423 -1.218
H -4.418 -4.721 -1.024
H -3.317 -5.561 0.038
H -3.308 -3.204 -0.014
H 0.019 -4.121 -2.534
H 0.871 -1.463 -3.920
H 1.053 -3.226 -3.869
H 2.468 -2.279 -4.038
H 1.852 -0.049 -1.927
H 3.358 -0.819 -2.207
H 2.519 -0.906 -0.561
H 2.205 -4.272 -1.847
H 2.959 -3.261 -0.648
H 3.593 -3.313 -2.249
C -0.704 0.942 5.573
C -0.507 0.815 4.189
N -0.512 1.844 3.345
C -0.752 3.079 3.868
C -1.009 3.316 5.239
C -0.966 2.192 6.077
C -1.278 4.663 5.712
C -1.255 5.688 4.828
C -1.049 5.438 3.425
C -1.201 6.499 2.476
C -1.189 6.213 1.167
C -0.882 4.919 0.798
N -0.576 3.915 1.602
C -0.753 4.169 2.930
H -0.809 0.083 6.165
H -0.255 -0.126 3.747
H -1.177 2.269 7.147
H -1.432 4.777 6.790
H -1.383 6.713 5.218
H -1.213 7.522 2.845
H -1.354 6.989 0.401
H -0.753 4.736 -0.232
C 4.924 1.438 1.598
O 3.967 2.154 0.785
C 2.638 2.051 1.039
O 2.213 1.463 2.052
H 5.649 1.101 0.827
H 4.386 0.611 2.053
H 5.384 2.126 2.356
S -1.959 1.910 -1.482
C -0.514 2.447 -2.146
N -0.396 2.349 -3.503
C 0.806 2.360 -4.152
C 1.938 2.566 -3.413
C 1.791 2.822 -2.044
N 0.622 2.818 -1.448
H -1.205 2.031 -3.975
H 0.817 2.191 -5.207
H 2.846 2.617 -3.973
H 2.690 3.028 -1.482
```